Record 1
{"formula": "C49H106N6O6", "method": "wB97M-V/def2-TZVPD", "elements": ["O", "O", "O", "O", "O", "O", "N", "N", "N", "N", "N", "N", "C", "C", "C", "C", "C", "C", "C", "C", "C", "C", "C", "C", "C", "C", "C", "C", "C", "C", "C", "C", "C", "C", "C", "C", "C", "C", "C", "C", "C", "C", "C", "C", "C", "C", "C", "C", "C", "C", "C", "C", "C", "C", "C", "C", "C", "C", "C", "C", "C", "H", "H", "H", "H", "H", "H", "H", "H", "H", "H", "H", "H", "H", "H", "H", "H", "H", "H", "H", "H", "H", "H", "H", "H", "H", "H", "H", "H", "H", "H", "H", "H", "H", "H", "H", "H", "H", "H", "H", "H", "H", "H", "H", "H", "H", "H", "H", "H", "H", "H", "H", "H", "H", "H", "H", "H", "H", "H", "H", "H", "H", "H", "H", "H", "H", "H", "H", "H", "H", "H", "H", "H", "H", "H", "H", "H", "H", "H", "H", "H", "H", "H", "H", "H", "H", "H", "H", "H", "H", "H", "H", "H", "H", "H", "H", "H", "H", "H", "H", "H", "H", "H", "H", "H", "H", "H"], "positions_angstrom": [[1.61, -1.57, -7.02], [1.76, -5.91, 3.45], [-3.35, -4.01, -1.39], [-0.61, 2.44, 1.38], [-6.96, 5.44, -0.42], [3.16, 2.36, 4.48], [-3.95, -4.03, -0.12], [0.68, 2.38, 0.83], [2.83, -5.29, 2.81], [3.54, 4.73, 5.80], [-6.37, 4.80, 0.70], [2.86, -0.92, -7.22], [-4.48, 6.27, 0.67], [2.35, -0.55, -9.51], [2.75, 2.50, -1.09], [-4.88, 4.79, 0.65], [4.19, -5.63, 3.33], [-7.14, 3.62, 1.06], [4.21, 0.74, -8.48], [3.42, -0.59, -5.87], [3.49, -1.87, -5.04], [-3.76, -5.25, 0.58], [5.02, 0.99, -7.21], [1.40, -4.06, 1.31], [-4.38, 4.07, -0.60], [-8.59, 3.98, 1.45], [2.01, -3.05, 3.47], [4.02, 1.24, 4.32], [1.06, 3.72, 0.40], [-2.31, -5.46, 1.08], [4.90, -0.16, -6.17], [0.69, -0.05, 0.84], [2.77, 0.49, -5.04], [-4.64, -4.04, 2.69], [3.76, 3.50, 3.82], [4.99, -3.44, 2.38], [0.77, 1.18, -0.04], [4.27, -5.23, 4.81], [-4.84, -2.79, 1.80], [3.72, 6.06, 3.78], [3.15, 4.77, 4.39], [-4.17, -6.53, -0.21], [-5.06, 2.82, 2.35], [5.27, -4.94, 2.49], [-4.32, 4.14, 1.96], [0.14, 4.30, -0.69], [2.22, 1.16, -0.55], [-6.55, 3.14, 2.39], [2.80, 0.14, -8.19], [-7.21, 2.40, 0.09], [-4.71, -5.31, 1.80], [-2.53, -2.29, 1.03], [3.71, -3.30, 1.61], [-4.44, -1.60, -0.38], [4.39, -7.14, 3.16], [-0.10, 1.22, -1.33], [2.52, -3.93, 2.32], [2.52, 3.71, -0.17], [1.12, 4.67, 1.59], [1.73, 1.24, -7.97], [-3.92, -2.71, 0.53], [-5.86, -2.82, 1.41], [2.98, 1.53, -5.31], [2.72, 4.63, -0.72], [-3.26, 3.90, 1.94], [-2.28, -2.46, 2.07], [-7.11, 2.28, 2.79], [5.35, -1.04, -6.63], [-6.24, 1.88, 0.09], [5.03, -5.74, 5.41], [0.39, 4.04, -1.72], [-7.52, 2.63, -0.93], [-4.30, 3.00, -0.43], [-2.29, -6.45, 1.56], [-3.50, 4.56, -1.01], [4.71, 0.10, -9.21], [5.77, -2.84, 1.89], [3.58, 0.41, 4.87], [-4.88, 6.86, -0.16], [4.02, -1.67, -4.10], [-6.72, 3.82, 3.24], [-4.17, -0.57, -0.16], [3.74, 2.38, -1.52], [4.84, 3.53, 3.96], [3.44, -7.63, 3.37], [0.21, 2.00, -2.02], [0.56, -4.43, 1.91], [1.06, -3.08, 0.96], [2.16, 2.72, -1.99], [-4.01, -6.45, -1.29], [0.22, 5.28, 1.74], [2.06, 4.83, 4.32], [4.52, 6.50, 4.38], [3.43, -2.25, 1.51], [1.68, 1.67, -6.97], [1.11, -3.47, 3.93], [0.73, 0.82, -8.10], [-5.74, -5.38, 1.43], [2.73, -2.76, 4.23], [1.65, -2.26, -7.68], [-0.18, -0.05, 1.50], [-3.43, 6.31, 0.33], [3.47, 3.31, 2.78], [4.46, -4.16, 4.93], [5.01, 1.41, 4.74], [-8.93, 3.28, 2.21], [6.26, -5.14, 2.90], [-4.77, 2.46, 3.33], [-8.56, 4.99, 1.86], [-2.34, -1.23, 0.88], [-7.92, 1.64, 0.41], [1.63, -4.75, 0.50], [4.15, -2.60, -5.52], [1.47, -0.09, 1.61], [1.56, -6.69, 2.92], [-4.43, 6.77, 1.63], [0.30, 5.38, -0.61], [-5.21, -6.83, -0.11], [-5.42, -3.93, 3.44], [4.05, 0.92, 3.27], [2.21, 0.53, -1.45], [3.30, -5.48, 5.24], [2.99, -1.41, -9.73], [-0.14, 0.27, -1.87], [-7.23, 6.28, -0.03], [-5.53, -1.55, -0.48], [3.18, 0.62, -4.03], [-4.83, 2.09, 1.57], [3.78, -3.72, 0.61], [5.16, -7.59, 3.79], [-3.58, -7.39, 0.11], [-3.63, -4.04, 3.08], [1.31, -0.86, -9.57], [6.07, 1.08, -7.50], [-4.06, -4.10, -2.03], [-1.60, -5.56, 0.25], [-5.17, 4.16, -1.35], [1.33, 4.10, 2.49], [1.49, -2.12, 3.18], [-1.81, -2.76, 0.35], [5.36, 0.04, -5.21], [0.66, -0.98, 0.28], [1.69, 0.37, -4.97], [3.41, 3.80, 6.18], [1.90, 2.03, -8.70], [-4.54, -6.18, 2.43], [-0.54, 2.28, 2.33], [1.83, 5.50, 1.57], [2.53, -2.29, -4.77], [2.99, 6.88, 3.69], [4.78, 1.93, -6.72], [-4.51, 4.90, 2.72], [4.12, 5.97, 2.76], [3.13, 3.59, 0.73], [5.25, -5.36, 1.48], [-0.93, 4.12, -0.54], [2.99, 5.36, 6.38], [2.54, 0.20, -10.29], [4.67, -7.48, 2.16], [4.99, -2.92, 3.34], [3.00, 0.70, 0.06], [-1.14, 1.41, -1.08], [-1.96, -4.83, 1.89], [-4.06, -1.82, -1.38], [3.98, 1.68, -8.97], [-9.33, 4.02, 0.66], [-4.55, -1.92, 2.39]], "smiles": "CC1(C)CCCC(C)(C)N1O.CC1(C)CCCC(C)(C)N1O.CC1(C)CCCC(C)(C)N1O.CC1(C)CCCC(C)(C)N1O.CC1(C)CCCC(C)(C)N1O.COC[C@H](C)N", "charge": 0, "gap_ev": 8.62, "e_homo_ev": -8.10}

Record 2
{"formula": "C12H20N3O", "method": "wB97M-V/def2-TZVPD", "elements": ["O", "N", "N", "N", "C", "C", "C", "C", "C", "C", "C", "C", "C", "C", "C", "C", "H", "H", "H", "H", "H", "H", "H", "H", "H", "H", "H", "H", "H", "H", "H", "H", "H", "H", "H", "H"], "positions_angstrom": [[4.07, -3.01, 2.39], [-2.00, 1.65, -0.41], [-3.46, -0.11, -0.90], [-4.51, 2.17, -0.64], [1.15, 1.04, -1.23], [-1.66, 0.60, 0.60], [2.30, -1.34, -1.33], [1.34, -0.30, -1.99], [0.14, 2.17, -1.81], [-1.34, 1.56, -1.75], [1.87, 1.38, 0.10], [2.83, -3.18, 3.05], [-2.66, -0.62, 0.26], [3.01, -1.02, 0.01], [2.81, 0.34, 0.74], [-3.44, 1.35, -0.66], [-3.24, -0.78, 1.24], [-1.99, 2.18, -2.47], [3.69, -1.80, 0.52], [-0.59, 0.24, 0.71], [3.31, 0.59, 1.74], [2.04, -3.26, 2.31], [-1.29, 0.51, -2.19], [0.27, 3.18, -1.31], [1.65, 2.39, 0.60], [-4.82, 2.79, -1.39], [0.42, 2.26, -2.93], [-1.93, 1.09, 1.61], [2.44, -2.34, -1.85], [-5.12, 2.15, 0.21], [-4.36, -0.59, -0.75], [2.63, -2.32, 3.69], [-1.95, -1.50, 0.10], [4.75, -2.94, 3.07], [0.77, -0.46, -2.97], [2.86, -4.09, 3.65]], "charge": 1, "gap_ev": 5.48, "e_homo_ev": -11.10}

Record 3
{"formula": "C27H22ClIrN2O5S", "method": "wB97M-V/def2-TZVPD", "elements": ["Ir", "Cl", "S", "O", "O", "O", "O", "O", "N", "N", "C", "C", "C", "C", "C", "C", "C", "C", "C", "C", "C", "C", "C", "C", "C", "C", "C", "C", "C", "C", "C", "C", "C", "C", "C", "C", "C", "H", "H", "H", "H", "H", "H", "H", "H", "H", "H", "H", "H", "H", "H", "H", "H", "H", "H", "H", "H", "H", "H"], "positions_angstrom": [[0.11, 0.23, 0.10], [2.81, 1.50, -2.57], [0.39, -1.09, -2.74], [0.00, -3.54, 1.55], [0.02, 0.21, -1.98], [-1.22, -2.40, 5.83], [0.22, -1.80, 0.17], [-0.73, -3.82, 4.19], [-0.44, 0.66, 3.15], [-0.14, -0.08, 2.09], [-4.30, 6.16, -0.26], [2.09, 1.82, 0.04], [-2.01, -4.28, -2.44], [-2.32, -1.51, -2.69], [1.78, 2.67, 1.12], [-0.61, -1.44, 3.79], [-3.28, -3.71, -2.48], [-3.75, 5.60, -1.41], [-0.73, -0.13, 4.20], [-1.07, 1.81, 0.06], [-0.89, -3.47, -2.52], [1.42, 4.50, -0.37], [-1.06, -2.10, -2.66], [0.30, -0.51, -4.42], [-1.81, 2.78, 0.02], [1.82, 3.72, -1.44], [-3.43, -2.33, -2.60], [-0.24, -1.36, 2.44], [0.01, -2.35, 1.35], [2.17, 0.37, 0.27], [-4.04, 5.60, 0.98], [-2.93, 4.49, -1.32], [-2.66, 3.92, -0.07], [-3.22, 4.48, 1.08], [-0.88, -2.61, 4.70], [1.44, 3.99, 0.93], [2.18, 2.40, -1.24], [0.53, -1.35, -5.07], [-3.96, 6.04, -2.38], [-0.70, -0.13, -4.60], [-4.15, -4.34, -2.41], [-4.94, 7.03, -0.34], [1.88, 4.14, -2.44], [-0.48, 1.66, 3.06], [1.19, 4.62, 1.76], [-2.50, 4.05, -2.20], [2.65, -0.22, -0.50], [1.04, 0.28, -4.53], [-1.90, -5.35, -2.33], [-4.42, -1.89, -2.62], [2.51, 0.11, 1.27], [1.81, 2.25, 2.12], [-2.42, -0.44, -2.77], [-4.48, 6.03, 1.87], [-0.47, -3.82, 3.24], [-3.02, 4.04, 2.04], [-1.00, 0.26, 5.17], [1.13, 5.53, -0.54], [0.11, -3.90, -2.45]], "multiplicity": 2, "charge": 1, "gap_ev": [6.84, 6.10], "s2": 0.7561, "e_homo_ev": [-11.22, -11.15]}

Record 4
{"formula": "C6H12N2O", "method": "wB97M-V/def2-TZVPD", "elements": ["O", "N", "N", "C", "C", "C", "C", "C", "C", "H", "H", "H", "H", "H", "H", "H", "H", "H", "H", "H", "H"], "positions_angstrom": [[-1.40, 1.89, 2.67], [-0.18, 0.35, -2.91], [-0.87, 1.06, 1.93], [0.00, 0.04, 2.42], [1.04, -0.01, -2.09], [-0.13, -1.14, 1.44], [-1.47, 0.35, 0.09], [0.92, 0.17, -0.55], [-0.32, -0.54, 0.06], [-1.54, 1.08, -0.68], [1.80, 0.47, -2.73], [1.04, 0.41, 2.52], [-1.00, -0.23, -2.69], [-0.55, 1.29, -2.83], [-1.04, -1.69, 1.62], [0.68, -1.82, 1.55], [1.94, -0.10, -0.12], [-0.28, -0.43, 3.31], [0.98, 1.14, -0.03], [1.02, -1.10, -2.32], [-0.67, -1.20, -0.66]], "charge": 0, "gap_ev": [8.99, 6.85], "e_homo_ev": [-8.69, -7.75]}

Record 5
{"formula": "C3H10NO", "method": "wB97M-V/def2-TZVPD", "elements": ["O", "N", "C", "C", "C", "H", "H", "H", "H", "H", "H", "H", "H", "H", "H"], "positions_angstrom": [[-0.43, 0.28, -1.47], [0.38, -1.08, 1.50], [-0.31, 2.60, -2.05], [0.26, 1.17, -1.83], [-0.29, -2.40, 1.82], [-1.37, 2.36, -2.00], [0.07, -0.53, 0.70], [1.40, -1.19, 1.52], [-0.09, 2.99, -3.04], [0.38, -3.05, 2.40], [1.37, 1.12, -1.92], [0.31, -0.45, 2.31], [-1.15, -2.24, 2.47], [-0.59, -2.87, 0.89], [0.06, 3.29, -1.30]], "multiplicity": 2, "charge": 2, "gap_ev": [11.90, 8.02], "s2": 0.7570, "e_homo_ev": [-21.92, -21.92]}

Record 6
{"formula": "FHO2SSn", "method": "wB97M-V/def2-TZVPD", "elements": ["Sn", "S", "F", "O", "O", "H"], "positions_angstrom": [[-1.28, 0.04, 0.03], [0.99, 0.62, -0.66], [-3.01, -0.10, 0.00], [1.44, 1.80, 0.21], [0.77, -0.77, 0.40], [1.09, -1.60, 0.02]], "charge": 0, "gap_ev": [6.48, 6.49], "e_homo_ev": [-7.74, -7.74]}

Record 7
{"formula": "C22H27NO4", "method": "wB97M-V/def2-TZVPD", "elements": ["O", "O", "O", "O", "N", "C", "C", "C", "C", "C", "C", "C", "C", "C", "C", "C", "C", "C", "C", "C", "C", "C", "C", "C", "C", "C", "C", "H", "H", "H", "H", "H", "H", "H", "H", "H", "H", "H", "H", "H", "H", "H", "H", "H", "H", "H", "H", "H", "H", "H", "H", "H", "H", "H"], "positions_angstrom": [[1.07, -3.36, -1.37], [-0.35, -1.17, 1.66], [-1.91, 1.99, -1.40], [-4.51, 0.52, -0.93], [3.39, 0.20, -1.27], [-0.78, 2.11, -0.64], [-3.51, -2.17, 0.07], [-0.80, -0.58, 2.86], [2.56, -1.74, 0.76], [0.49, 2.64, 1.32], [-3.13, 2.52, -0.93], [4.24, -0.12, -0.15], [0.41, 1.80, -1.30], [-3.03, -2.77, -1.08], [1.61, -1.27, -0.35], [-1.25, -1.66, 0.78], [-1.67, -2.82, -1.29], [-2.63, -1.63, 1.00], [3.50, -0.59, 1.11], [2.90, 1.56, -1.41], [-0.74, 2.51, 0.69], [1.63, 1.92, -0.66], [2.46, -0.85, -1.57], [-0.76, -2.27, -0.40], [0.68, -2.40, -0.74], [-3.93, 1.50, -0.11], [1.66, 2.36, 0.66], [3.71, 2.23, -1.09], [-4.57, -2.12, 0.26], [1.03, -0.42, 0.01], [4.87, 0.75, 0.08], [-1.35, -1.30, 3.48], [-1.27, -3.30, -2.17], [1.99, -2.04, 1.64], [-1.42, 0.30, 2.67], [2.73, 1.73, -2.48], [0.35, 1.48, -2.33], [-3.27, 1.03, 0.64], [4.90, -0.93, -0.47], [-1.64, 2.75, 1.23], [3.13, -2.59, 0.40], [0.51, 2.98, 2.35], [2.61, 2.50, 1.16], [-4.76, 2.00, 0.40], [-2.96, 3.44, -0.35], [4.22, -0.90, 1.86], [-3.72, -3.19, -1.80], [-3.03, -1.19, 1.90], [3.02, -1.73, -1.91], [-3.70, 2.77, -1.83], [2.91, 0.23, 1.53], [0.11, -0.27, 3.38], [1.81, -0.53, -2.38], [-3.82, 0.10, -1.45]], "smiles": "COc1ccccc1C(=O)[C@H]1CCCN(Cc2cccc(OCCO)c2)C1", "charge": 0, "gap_ev": 8.56, "e_homo_ev": -7.97}

Record 8
{"formula": "C32H32N6O3PbS", "method": "wB97M-V/def2-TZVPD", "elements": ["Pb", "S", "O", "O", "O", "N", "N", "N", "N", "N", "N", "C", "C", "C", "C", "C", "C", "C", "C", "C", "C", "C", "C", "C", "C", "C", "C", "C", "C", "C", "C", "C", "C", "C", "C", "C", "C", "C", "C", "C", "C", "C", "C", "H", "H", "H", "H", "H", "H", "H", "H", "H", "H", "H", "H", "H", "H", "H", "H", "H", "H", "H", "H", "H", "H", "H", "H", "H", "H", "H", "H", "H", "H", "H", "H"], "positions_angstrom": [[0.30, -0.12, 0.48], [2.59, 0.42, -1.15], [-0.26, 0.65, -2.44], [0.40, -1.88, -1.43], [2.67, -2.54, 3.25], [-1.69, 1.15, -0.78], [1.88, 0.72, 2.34], [1.14, -1.78, 1.71], [-1.39, -1.81, 0.81], [-2.26, 2.99, 0.57], [-1.04, 1.58, 1.96], [-1.66, 0.53, -2.08], [-1.55, 2.73, 1.73], [0.20, 0.89, -4.74], [-1.42, 3.89, 2.64], [-2.71, -1.67, 0.60], [-3.58, -2.73, 0.72], [1.81, 1.19, 5.18], [0.10, 0.05, -3.64], [0.54, -3.73, -2.86], [0.60, -3.09, 1.45], [-2.56, 1.11, -3.12], [3.77, -0.65, -0.31], [0.76, -1.80, -5.01], [-1.71, -4.10, 1.30], [0.58, 0.38, -5.98], [-3.07, -3.97, 1.07], [2.12, -0.21, 3.19], [-2.33, 2.26, -0.61], [1.25, 1.89, 2.87], [0.85, -0.97, -6.12], [0.43, -2.25, -2.60], [2.18, 0.02, 4.64], [2.06, -1.65, 2.70], [-0.24, 2.51, 4.31], [-0.78, 3.81, 3.81], [-0.89, -2.99, 1.17], [-3.27, 2.25, -2.86], [-3.17, 2.86, -1.62], [0.40, -1.32, -3.75], [-0.22, 1.51, 3.14], [3.15, 2.03, -0.56], [1.33, 2.34, 4.35], [-1.86, 4.83, 2.32], [-0.71, 4.69, 4.44], [1.14, -1.38, -7.07], [1.90, 3.25, 4.58], [2.46, 2.78, -0.93], [3.81, -0.41, 0.75], [0.44, -4.26, -1.91], [-3.72, -4.83, 1.18], [-4.64, -2.59, 0.55], [-0.22, -4.07, -3.56], [3.18, 2.03, 0.53], [-0.25, 0.49, 3.53], [0.99, -2.85, -5.14], [-3.04, -0.68, 0.33], [-2.73, 3.87, 0.55], [-0.76, 2.21, 5.22], [-2.62, 0.61, -4.07], [-3.92, 2.67, -3.62], [1.52, -3.97, -3.29], [0.76, -3.73, 2.32], [-1.88, -0.54, -1.96], [1.89, 1.33, 6.25], [1.32, 2.73, 2.18], [-1.28, -5.05, 1.59], [-3.71, 3.77, -1.40], [3.44, -1.68, -0.45], [4.75, -0.51, -0.76], [-0.01, 1.94, -4.61], [0.66, 1.04, -6.83], [4.14, 2.22, -0.96], [1.09, -3.58, 0.60], [2.52, -0.81, 5.25]], "charge": 2, "gap_ev": [6.57, 5.58], "e_homo_ev": [-13.47, -13.71]}

So what do the calculations give for energy relative to the best compared isomer or geometry (same formula, charge and spin)? Going down the list: 3.1262; 7.0344; 0.4281; 7.5332; 2.2797; 0.0587; 2.0029; 4.0358 eV.